No. 1
A structure of composition C18H28F5N4RuS5Sb2, computed with wB97M-V/def2-TZVPD.

Last column: natural (NBO) charge in e.
Positions of all 63 atoms, in Å:
Ru1 0.50882 -2.00267 -1.57132  0.66
N1 -2.58068 -4.59840 0.97691  -0.82
C1 -1.74761 -3.53500 0.64018  0.27
S1 -2.58107 -2.12343 -0.06224  0.00
N2 -0.50890 -3.59442 0.95404  -0.35
N3 0.32216 -2.62376 0.47618  -0.37
C2 1.42467 -2.41105 1.18909  -0.05
C3 2.47777 -1.66400 0.65337  0.17
C4 3.62755 -1.29933 1.40556  -0.26
C5 4.65918 -0.64155 0.80088  -0.20
C6 4.57688 -0.33554 -0.57416  -0.37
C7 3.42530 -0.69197 -1.24843  0.09
N4 2.39000 -1.30438 -0.67795  -0.56
H1 -3.28866 -4.71226 0.26140  0.39
H2 -2.02926 -5.44907 1.01529  0.39
H3 1.50608 -2.83682 2.18433  0.19
H4 3.66559 -1.55864 2.45659  0.20
H5 5.53563 -0.36133 1.37424  0.19
H6 5.38045 0.16058 -1.09920  0.20
H7 3.31477 -0.48102 -2.30385  0.22
S2 0.34716 -6.07335 -5.35199  -0.86
Sb1 -0.50852 -5.03611 -3.50502  1.13
S3 -1.73397 -1.92361 -1.95747  -0.24
S4 1.38398 -4.07225 -2.25988  -0.64
S5 -1.75435 -6.28680 -2.03022  -0.91
F1 1.93380 -1.14138 -4.01352  -0.37
C8 0.69162 -0.93292 -3.42040  0.38
F2 -0.22593 -1.31505 -4.39054  -0.37
C9 0.57504 0.59036 -3.39936  0.90
F3 -0.64961 1.01055 -3.05460  -0.32
F4 0.84267 1.16039 -4.59628  -0.34
F5 1.44520 1.13438 -2.52696  -0.34
C10 1.81685 2.47655 1.36828  -0.63
C11 0.50715 2.96286 0.75281  -0.55
C12 0.78336 3.80523 -0.48404  -0.63
Sb2 -0.72724 1.20073 0.31739  1.13
C13 -1.42789 0.88630 2.38079  -0.55
C14 -0.77480 -0.36680 2.95719  -0.62
C15 -1.28247 2.06082 3.33725  -0.62
C16 -2.47115 2.31493 -0.40587  -0.54
C17 -3.14769 3.21879 0.61726  -0.62
C18 -3.47311 1.36063 -1.04596  -0.63
H8 2.48538 3.31626 1.59583  0.19
H9 2.34659 1.81237 0.67822  0.22
H10 1.65920 1.91521 2.29287  0.20
H11 -0.03357 3.57370 1.48291  0.19
H12 1.35520 3.23979 -1.22244  0.22
H13 1.37124 4.69363 -0.22109  0.18
H14 -0.13230 4.14953 -0.97044  0.20
H15 -2.49378 0.66840 2.24314  0.20
H16 0.31225 -0.25493 3.03003  0.19
H17 -0.96856 -1.23935 2.33469  0.24
H18 -1.15324 -0.57031 3.96633  0.18
H19 -0.23076 2.31095 3.49943  0.20
H20 -1.70106 1.80430 4.31857  0.19
H21 -1.78441 2.96283 2.98478  0.20
H22 -2.04286 2.95240 -1.18749  0.20
H23 -3.50366 2.65440 1.48285  0.20
H24 -4.02120 3.71173 0.17256  0.19
H25 -2.47527 4.00045 0.98148  0.20
H26 -3.91127 0.69585 -0.29337  0.20
H27 -3.00984 0.71910 -1.79670  0.25
H28 -4.29687 1.91350 -1.51194  0.18

## Properties
HOMO-LUMO gap (alpha / beta) = 4.9 / 6.0 eV
Charge = -2
Multiplicity = 6
Energy above the lowest of the compared OMol25 structures with the same formula, charge and spin = 0.0 kcal per mole


No. 2
An isolated molecule of C28H25Br2F6N3O2S, computed with wB97M-V/def2-TZVPD.

Last column: natural (NBO) charge in e.
Positions of all 67 atoms, in Å:
C1 2.39622 4.92758 -1.80523  -0.26
O1 2.36111 3.60858 -1.23492  -0.49
C2 1.15484 2.96320 -1.20744  0.34
C3 0.00310 3.47932 -1.83467  -0.33
C4 -1.18661 2.78001 -1.74559  -0.10
C5 -1.29155 1.55416 -1.02077  -0.13
C6 -2.58713 0.66916 -0.92957  -0.04
C7 -3.85186 1.50935 -0.99384  -0.18
C8 -4.95267 0.93932 -1.66255  -0.24
C9 -6.12594 1.62302 -1.88681  -0.21
Br1 -7.65098 0.74659 -2.58176  0.05
C10 -6.19750 3.07472 -1.57610  0.38
O2 -7.21985 3.74507 -1.77843  -0.65
C11 -5.03100 3.63787 -0.85338  -0.21
Br2 -5.10402 5.47275 -0.42154  0.06
C12 -3.95149 2.83383 -0.51303  -0.23
N1 -2.87419 -0.35294 0.22455  -0.40
C13 -4.14049 -1.30278 0.37388  -0.20
C14 -3.86394 -2.35971 -0.67327  -0.45
C15 -2.32813 -2.51870 -0.66023  -0.42
C16 -1.77952 -1.41329 0.26979  -0.06
C17 -1.52499 -1.77495 1.76539  -0.25
N2 -0.24116 -2.46637 1.92920  -0.60
C18 0.93844 -1.82194 2.18976  0.28
S1 1.03212 -0.22357 2.59905  -0.16
N3 2.01571 -2.68068 2.02873  -0.60
C19 3.34112 -2.34599 1.71808  0.16
C20 4.26754 -3.39146 1.63359  -0.20
C21 5.58774 -3.12977 1.30710  -0.14
C22 6.61676 -4.23497 1.24177  0.98
F1 7.27559 -4.26628 0.03645  -0.32
F2 6.08165 -5.47740 1.41812  -0.33
F3 7.59338 -4.09858 2.20332  -0.32
C23 6.02266 -1.83251 1.03787  -0.19
C24 5.09705 -0.79930 1.10748  -0.05
C25 5.50586 0.62259 0.84283  0.97
F4 6.67684 0.72576 0.15287  -0.32
F5 4.55836 1.30035 0.12197  -0.32
F6 5.68180 1.32585 2.01600  -0.33
C26 3.76004 -1.03814 1.45990  -0.23
C27 -0.11986 1.08726 -0.41092  -0.15
C28 1.09853 1.71940 -0.52564  -0.27
H1 3.40586 5.32589 -1.68864  0.21
H2 2.16121 4.90424 -2.87950  0.18
H3 1.69073 5.59511 -1.28942  0.18
H4 0.02791 4.44599 -2.33983  0.23
H5 -2.07138 3.26191 -2.19556  0.24
H6 -2.47996 -0.06315 -1.78168  0.20
H7 -4.87500 -0.06255 -2.11148  0.19
H8 -3.12218 3.28239 0.03533  0.22
H9 -2.88514 0.24901 1.04862  0.44
H10 -5.09698 -0.80200 0.17612  0.28
H11 -4.12339 -1.70938 1.42254  0.22
H12 -4.15478 -2.03218 -1.69858  0.24
H13 -4.42693 -3.27195 -0.51233  0.24
H14 -1.88359 -2.35701 -1.65745  0.23
H15 -1.98728 -3.51235 -0.32150  0.22
H16 -0.87037 -1.03095 -0.18169  0.26
H17 -2.34832 -2.41112 2.15074  0.21
H18 -1.50330 -0.83603 2.33290  0.25
H19 -0.19124 -3.41011 1.60593  0.39
H20 1.82013 -3.67846 2.08571  0.40
H21 3.95991 -4.42015 1.83015  0.23
H22 7.05992 -1.62221 0.77999  0.25
H23 3.05606 -0.20037 1.53868  0.26
H24 -0.17204 0.25267 0.31702  0.19
H25 1.96656 1.28634 -0.02805  0.23

## Properties
HOMO-LUMO gap = 5.8 eV
Multiplicity = 1


No. 3
The ion C7H9FN3O with charge +1, computed with wB97M-V/def2-TZVPD.

Last column: natural (NBO) charge in e.
Positions of all 21 atoms, in Å:
C1 3.04694 0.99889 1.14415  -0.66
C2 1.88115 0.85308 0.02766  0.20
F1 0.70125 1.54688 0.58785  -0.39
C3 1.52920 -0.68811 -0.34517  -0.48
C4 -0.08503 -0.84059 -0.32005  0.20
C5 -1.01880 -1.69871 0.59899  -0.06
N1 -2.42296 -1.42425 0.21568  -0.52
C6 -2.34025 -0.44910 -0.89009  0.58
N2 -3.62939 0.05264 -1.48206  -0.54
C7 -3.96654 1.06808 -0.66964  0.89
O1 -4.03379 2.18269 -0.08322  -0.39
N3 -0.98116 -0.08871 -1.24517  -0.52
H1 4.04156 0.49837 0.84144  0.24
H2 3.29844 2.11031 1.38256  0.25
H3 2.67611 0.50709 2.12201  0.23
H4 2.11717 1.41237 -0.95511  0.19
H5 1.91188 -0.94978 -1.41387  0.26
H6 1.94663 -1.44486 0.42886  0.27
H7 -0.68829 -2.41989 1.43718  0.29
H8 -3.30748 -1.80766 0.60164  0.48
H9 -0.67663 0.58128 -1.98362  0.48

## Properties
HOMO-LUMO gap = 8.9 eV
Charge = +1
Multiplicity = 1


No. 4
A cluster of 5 separate species, CH10O5 in total, computed with wB97M-V/def2-TZVPD.

Last column: natural (NBO) charge in e.
Positions of all 16 atoms, in Å:
O1 0.61854 -0.63252 1.33041  -0.11
C1 -0.23541 0.15378 1.58946  0.27
H1 -1.30258 -0.14862 1.71828  0.32
H2 0.00113 1.18993 1.86758  0.30
H3 0.02654 -2.85831 0.82116  0.45
H4 -0.27415 -4.06118 -0.01217  0.49
O2 -0.70095 -3.45424 0.61027  -0.90
H5 0.15472 4.23213 0.16920  0.46
H6 1.02477 4.36445 -1.10162  0.48
O3 1.06140 4.27782 -0.14408  -0.94
H7 -0.87922 0.15589 -0.57990  0.48
H8 -2.11337 -0.84652 -0.95626  0.52
O4 -1.81721 0.04220 -0.72430  -0.81
H9 1.62869 -0.62264 -0.85417  0.45
H10 1.72036 -1.21355 -2.07029  0.49
O5 1.08674 -0.57863 -1.66357  -0.94

## Properties
HOMO-LUMO gap (alpha / beta) = 7.7 / 3.6 eV
Charge = +1
Multiplicity = 2
Energy above the lowest of the compared OMol25 structures with the same formula, charge and spin = 37.3 kcal per mole